No. 1
The following is a DFT calculation (the ωB97M-V functional and the def2-TZVPD basis) of a 10-piece molecular cluster, C29H65IN3O14S5 overall at a distorted geometry.

* E_HOMO: -9.5 eV
* orbital gap: 5.4 eV

```
! wB97M-V def2-TZVPD RIJCOSX def2/J DEFGRID3
* xyz 1 1
C 2.0762 -1.7818 -3.6400
C 1.5792 -0.4158 -4.1860
O 2.3832 0.6102 -4.3310
N 0.0702 -0.2178 -4.5120
H -0.2498 -1.1518 -4.9310
H -0.4448 -0.3688 -3.5010
C -0.4588 0.9562 -5.2670
H 1.5122 -2.0638 -2.8170
H 3.0882 -1.4798 -3.2530
H 1.7542 -2.6628 -4.3280
H -1.2178 0.7012 -5.9160
H 0.3872 1.1912 -5.8960
H -0.8088 1.6652 -4.4950
C -3.1328 -1.2148 0.3590
C -1.8358 -0.5268 0.6770
O -1.7788 0.2802 1.5830
N -0.5948 -0.8678 -0.1650
H -0.1518 -1.8758 -0.1850
H -0.9158 -0.9228 -1.2200
C 0.5632 0.1202 0.0290
H -3.4148 -1.9088 1.1110
H -3.2158 -2.0858 -0.5280
H -3.9388 -0.7128 0.1450
H 0.9812 -0.1538 1.0540
H 0.3322 1.1732 0.0850
H 1.2852 0.1222 -0.6970
C -4.0668 -1.9168 -5.0680
C -3.5018 -2.8368 -3.9320
O -4.2768 -3.3518 -3.1690
N -2.0708 -2.9738 -3.8620
H -1.4208 -2.7618 -4.8530
H -1.9048 -2.0908 -3.2200
C -1.5298 -4.0938 -3.1390
H -4.1008 -0.7618 -4.7340
H -5.0178 -1.9638 -5.4930
H -3.2978 -1.9168 -5.9620
H -0.4138 -4.3718 -3.1380
H -1.7838 -4.9318 -3.7940
H -1.8858 -4.3038 -2.0960
I 0.6902 -4.2478 0.3200
O -1.5758 -0.8458 -2.4950
H -2.3028 -0.2768 -2.5730
C -2.8378 3.7732 4.6370
C -3.9718 4.5152 3.9940
C -4.9998 3.6142 3.7630
S -4.3168 1.9722 3.6340
O -4.6818 1.4942 2.3470
O -4.6478 1.2262 4.8580
C -2.6498 2.4852 3.7780
H -3.0748 3.3002 5.5460
H -1.8628 4.2852 4.7220
H -3.4118 5.0842 3.3190
H -4.3088 5.4332 4.7110
H -5.6348 3.9102 2.8090
H -5.7028 3.5152 4.5720
H -2.1738 2.6862 2.6640
H -2.1418 1.7632 4.1950
C 0.8932 -0.8498 6.7460
C 0.9362 -2.3098 6.5300
C 0.4572 -2.7258 5.3040
S -0.5178 -1.4088 4.6860
O -1.8868 -1.7868 4.6540
O 0.0502 -0.7518 3.4960
C -0.2318 -0.3478 5.9470
H 1.8642 -0.4638 6.0540
H 0.8442 -0.4428 7.6970
H 0.3792 -2.8678 7.3490
H 1.9542 -2.6738 6.4760
H -0.0158 -3.7238 5.2240
H 1.2782 -2.6618 4.6210
H -1.1558 -0.2158 6.7610
H -0.1468 0.8082 5.6150
C 6.9312 -0.1268 -3.6230
C 5.9032 0.7132 -4.3450
C 5.3582 1.7432 -3.5380
S 5.2672 0.9822 -1.9320
O 4.0342 0.2872 -1.8700
O 5.5292 2.0402 -0.9980
C 6.5422 -0.0968 -2.2010
H 7.8812 0.3642 -3.8170
H 6.8842 -1.0028 -4.1380
H 5.1592 -0.1578 -4.6370
H 6.0982 1.1802 -5.2980
H 4.2902 1.9292 -3.7560
H 6.0072 2.6252 -3.6910
H 6.2372 -1.0958 -1.8080
H 7.4242 0.1672 -1.5600
C -4.6468 4.2052 -0.4960
C -3.1818 4.0702 -0.6390
C -2.6858 2.8502 -1.1550
S -3.9208 2.3372 -2.3090
O -4.1668 0.8982 -2.2370
O -3.5838 2.9762 -3.4660
C -5.1998 3.1322 -1.3890
H -5.0798 5.3702 -0.6510
H -4.8738 3.9892 0.5030
H -2.6898 4.1262 0.4110
H -2.7738 4.8702 -1.2240
H -2.5898 1.9302 -0.7320
H -1.6878 3.0012 -1.8000
H -5.5758 2.1952 -0.9130
H -5.9258 3.4322 -2.1270
C 3.8572 -2.8988 2.6570
C 4.3782 -2.9038 1.2850
C 5.4292 -1.9108 1.2620
S 4.5812 -0.5008 1.9890
O 3.8362 0.2252 0.9640
O 5.3642 0.3432 2.8490
C 3.5662 -1.4188 3.0190
H 4.4992 -3.1768 3.2430
H 2.9352 -3.3968 2.8680
H 3.6032 -2.6548 0.4080
H 4.7352 -3.9378 1.0640
H 5.7952 -1.7258 0.2390
H 6.3332 -2.1868 1.8730
H 2.5312 -1.1378 2.8930
H 3.9112 -1.0528 4.1490
*
```



No. 2
The following is a DFT calculation (the ωB97M-V functional and the def2-TZVPD basis) of the molecule C6H10B2O6 at a distorted geometry.

* E_HOMO (spin up / spin down): -5.3 / -9.4 eV
* ⟨S²⟩: 2.024
* orbital gap (spin up / spin down): 5.4 / 8.3 eV

```
! wB97M-V def2-TZVPD RIJCOSX def2/J DEFGRID3
* xyz 0 3
B -2.8657 0.3381 -0.1379
B 2.1364 0.0767 -0.8977
C -0.5497 1.4144 0.7984
C 0.8025 1.2068 0.9764
C -1.3997 0.3199 0.3358
C -0.6717 -1.1641 0.4445
C 0.7914 -1.3604 0.6636
C 1.5857 -0.0476 0.6718
O -3.5254 1.4828 -0.4160
O -3.4751 -0.9379 -0.4750
O 1.3479 -0.3268 -1.9399
O 3.4773 0.4205 -1.1137
O -1.3251 -2.3328 0.4369
O 2.7667 -0.3079 1.5086
H -1.0812 2.3212 0.9637
H 1.2840 2.0843 1.3026
H 0.9383 -1.8310 1.6335
H 1.2509 -2.0837 -0.0790
H -4.4640 1.6442 -0.5022
H -4.4138 -0.8600 -0.2970
H 1.0450 0.2128 -2.7009
H 3.9134 0.5517 -2.0139
H -2.3079 -2.1335 0.2726
H 3.5019 0.3117 1.3136
*
```



No. 3
The following is a DFT calculation (the ωB97M-V functional and the def2-TZVPD basis) of C30H44N2O6P2Pd as an isolated structure at a distorted geometry.

* E_HOMO (spin up / spin down): -13.2 / -14.5 eV
* ⟨S²⟩: 6.030
* orbital gap (spin up / spin down): 6.6 / 5.0 eV

```
! wB97M-V def2-TZVPD RIJCOSX def2/J DEFGRID3
* xyz 2 5
Pd -1.7711 -0.7629 -2.4145
C 1.2325 -0.8509 -1.3417
C 0.3454 0.0834 -2.1566
C 0.9643 1.0367 -0.0523
C 1.4983 -0.2957 -0.0895
C 0.3533 1.3163 -1.2695
C 1.9932 -1.9817 -1.9134
H 1.7226 -2.1339 -2.9655
H 1.8179 -2.9136 -1.3537
H 3.0835 -1.8084 -1.8651
C 2.4705 -0.8334 0.8939
H 3.0451 -1.6608 0.4672
H 1.9771 -1.1931 1.8069
H 3.1735 -0.0543 1.2158
C 1.3247 2.0404 0.9846
H 2.3751 1.9327 1.2862
H 0.7248 1.9123 1.8963
H 1.1732 3.0583 0.6164
C 0.0679 2.6914 -1.7327
H 0.9630 3.3375 -1.6496
H -0.7026 3.1905 -1.1255
H -0.2438 2.6823 -2.7836
C 0.8213 0.3338 -3.5690
H 1.8308 0.7584 -3.5336
H 0.1812 1.0482 -4.1026
H 0.8741 -0.5929 -4.1536
C -4.2681 -3.6400 -2.0952
C -3.5233 -3.4516 -3.1952
C -4.1451 -3.0377 -4.4882
C -4.9024 -1.7091 -4.3775
C -4.3694 -0.8096 -3.2831
C -4.9291 -0.7689 -2.0586
C -5.9714 -1.7644 -1.6190
C -5.7114 -3.2571 -1.9181
H -4.8332 -3.8192 -4.8571
H -5.9700 -1.9204 -4.2325
H -3.3615 -2.9459 -5.2439
H -6.3260 -3.5620 -2.7847
H -3.8587 -4.1970 -1.2523
H -2.5094 -3.8292 -3.2728
H -6.1022 -3.8418 -1.0625
H -6.1145 -1.6436 -0.5376
H -5.0402 0.1546 -1.4379
H -6.9281 -1.4855 -2.0881
H -4.8243 -1.1859 -5.3372
H -3.5759 -0.1156 -3.6116
P -1.4696 -2.2056 -0.1203
C -0.9245 -2.5462 1.5716
C -1.1725 -3.8170 -0.9208
P -2.9892 0.3016 -0.6868
C -3.1615 -1.5990 0.1699
C -3.3943 1.9210 -1.5455
C -2.2795 1.0717 0.7962
H -0.7032 -1.5382 2.0859
H -0.0114 -3.1682 1.5612
H -1.7669 -3.0481 2.0870
H -2.0304 -4.4858 -0.8031
H -0.2838 -4.2456 -0.4421
H -0.9490 -3.6676 -1.9860
H -3.0742 1.2277 1.5537
H -1.8000 2.0335 0.5534
H -1.5214 0.4072 1.2429
H -3.3716 -1.4839 1.2244
H -3.9085 -2.1996 -0.3537
H -2.7695 2.7305 -1.1429
H -4.4505 2.1918 -1.4137
H -3.1714 1.8417 -2.6158
O -1.7287 -0.5078 4.4229
C -0.6370 -0.1852 3.9460
O -0.2567 -0.1872 2.7037
C 0.4761 0.2470 4.8808
C 0.2829 0.2869 6.2687
C 1.3372 0.6581 7.1372
C 2.6045 1.0231 6.6328
C 2.7958 0.9684 5.2420
C 1.7516 0.5689 4.3866
N 4.0495 1.3710 4.6732
O 4.9686 1.7357 5.4250
O 4.1599 1.3447 3.4235
N 1.1079 0.6572 8.5618
O -0.0271 0.3484 8.9886
O 2.0459 0.9630 9.3284
H -0.6897 0.0260 6.6817
H 3.4003 1.3336 7.3030
H 1.9450 0.5150 3.3199
*
```



No. 4
The following is a DFT calculation (the ωB97M-V functional and the def2-TZVPD basis) of a 2-piece molecular cluster, C5H16N2S overall at a distorted geometry.

* E_HOMO: -8.3 eV
* orbital gap: 9.1 eV

```
! wB97M-V def2-TZVPD RIJCOSX def2/J DEFGRID3
* xyz 0 1
C -2.0134 0.2220 -0.9888
C -2.2791 -0.7241 0.1767
N -1.1662 -0.9983 1.0879
C -1.5927 -1.5168 2.3972
H -1.4181 -0.1816 -1.8116
H -2.9380 0.5372 -1.5013
H -1.4860 1.1427 -0.6797
H -3.1434 -0.3302 0.7632
H -2.5846 -1.7143 -0.1778
H -0.5350 -0.2095 1.2038
H -2.2745 -0.7669 2.9087
H -0.7143 -1.6877 3.0467
H -2.1344 -2.4791 2.2573
N 3.9555 1.0144 -0.8020
C 2.6425 1.6492 -0.6112
C 1.4223 0.9470 -1.2162
S 1.3746 -1.0489 -0.3323
H 4.0765 0.6370 -1.7453
H 3.8708 0.1813 -0.1811
H 2.4053 1.8036 0.4297
H 2.6085 2.6637 -1.0646
H 1.4776 0.6610 -2.3149
H 0.4591 1.4065 -0.9899
H -0.0131 -1.2083 0.1457
*
```